Entry 1:
Formula: C2H4N2O4
Source: OMol25
Level of theory: ωB97M-V/def2-TZVPD

Its total charge is 0. The energy above the lowest of the compared OMol25 structures with the same formula, charge and spin comes out at 2.770 eV.

CARTESIAN COORDINATES (ANGSTROEM)
O 0.1224 -2.2002 -0.6301
C 0.2720 -1.0141 -0.9364
O 0.8324 -0.7656 -2.1011
C -0.1134 0.0592 -0.0862
N -0.0400 1.2349 -0.6112
O -0.4642 2.2487 0.3597
N -0.5798 -0.1850 1.1501
O 0.0982 -1.2372 1.8882
H 0.9129 0.2227 -2.2382
H -0.1461 3.0987 -0.0441
H -0.5811 0.4805 1.8960
H -0.3134 -1.9425 1.3532



Entry 2:
Formula: C2H4N2O4S
Source: OMol25
Level of theory: ωB97M-V/def2-TZVPD

Its total charge is 0. The energy above the lowest of the compared OMol25 structures with the same formula, charge and spin comes out at 1.961 eV.

CARTESIAN COORDINATES (ANGSTROEM)
C -0.7703 -0.1914 1.1626
C -0.3623 -1.4189 0.3472
N 0.8750 -1.0738 -0.2705
N -0.3021 1.3517 -0.7058
O -1.8556 0.1965 1.4274
O 0.4028 0.6776 1.3845
O 2.2547 0.9929 -0.0399
O -0.2967 1.8142 -2.0392
S 0.9077 0.6417 -0.0881
H -0.3147 -2.2415 1.0868
H -1.1267 -1.6127 -0.3371
H 1.5817 -1.6724 0.0383
H -0.9936 2.5361 -1.9664



Entry 3:
Formula: C2H4N2O4S3
Source: OMol25
Level of theory: ωB97M-V/def2-TZVPD

Its total charge is 0. The energy above the lowest of the compared OMol25 structures with the same formula, charge and spin comes out at 0.862 eV.

CARTESIAN COORDINATES (ANGSTROEM)
O -2.3013 0.6510 2.1391
N -1.9548 -0.4552 1.9659
O -2.5120 -1.5143 2.1245
C -0.6322 -0.5347 1.3446
S -0.3564 -2.0268 0.3971
S -0.6361 1.0280 0.4299
C 0.8706 0.5346 -0.5637
S 2.2997 2.0019 -0.5066
N 0.6117 0.3353 -1.9273
O 1.5989 0.2578 -2.6088
O -0.4741 0.2193 -2.3498
H 0.1837 -0.4909 2.0606
H -0.8206 -1.4600 -0.7411
H 1.3296 -0.3339 -0.0053
H 2.7932 1.7876 -1.7590